[1]
C4H6Cl3N | ωB97M-V with the def2-TZVPD basis set

Results
* ΔE to the lowest compared entry with this formula, charge and spin: 0.7631 eV
* highest occupied orbital energy: -9.9 eV
* charge: 0
* SMILES: NC1(C(Cl)(Cl)Cl)CC1

```
14
Properties=species:S:1:pos:R:3:nbo_charge:R:1
N -0.53637 -1.59058 -0.09236 -0.82
C -0.15035 -0.05196 0.00959 0.09
C 1.52293 0.02457 -0.02970 -0.10
Cl 2.25790 -0.74413 -1.58359 -0.04
Cl 2.25387 -0.87139 1.27688 0.03
Cl 1.94587 1.68161 0.16120 0.05
C -1.02058 0.86369 -0.61939 -0.44
C -1.05338 0.76449 0.82565 -0.43
H -0.33196 -1.89641 -1.00776 0.36
H 0.05637 -2.04088 0.57686 0.36
H -1.76546 0.37010 -1.16131 0.23
H -0.62454 1.77401 -1.10994 0.24
H -0.76796 1.56301 1.44113 0.23
H -1.78635 0.15388 1.31273 0.24
```

***

[2]
C32H41InN8O21V | ωB97M-V with the def2-TZVPD basis set

Results
* highest occupied orbital energy: -11.2 eV
* charge: +1

```
104
Properties=species:S:1:pos:R:3:mulliken_charge:R:1
O 0.16713 -0.44582 -1.15470 -0.19
V -0.60274 -1.40963 -0.18202 1.42
O 0.04283 -1.32609 1.25415 -0.45
In -3.47734 -4.09836 -1.96632 1.01
O -0.37391 -3.65247 -0.81116 -0.38
C 0.50410 -4.30475 -1.78038 0.01
C 0.15208 -4.21461 -3.31026 -0.18
O -1.03296 -4.71064 -3.91423 -0.35
H 0.59907 -5.35173 -1.49241 0.43
H 1.55445 -4.01357 -1.77185 -0.03
H 0.88463 -4.61918 -4.00868 0.45
H 0.12985 -3.16677 -3.60964 -0.02
C -4.16517 0.40534 -0.29394 -0.77
C -3.39541 -0.61089 0.56215 -0.16
O -2.83303 -1.71631 -0.12635 -0.39
H -5.18059 0.05113 -0.47162 0.39
H -3.71690 0.51938 -1.28093 -0.15
H -4.09645 1.39903 0.14873 0.46
H -3.98600 -0.91340 1.42690 0.42
H -2.60463 -0.00657 1.00663 -0.01
C 2.53729 -3.34450 2.20716 -0.34
N 2.13421 -2.76251 3.53421 0.95
O 1.55953 -3.46844 4.35202 -0.57
O 2.40444 -1.56553 3.73540 -0.45
H 3.15099 -4.23686 2.33033 0.41
H 2.92715 -2.54599 1.57590 0.16
H 1.65708 -3.72325 1.68766 -0.21
C 3.93337 -1.70365 -3.17196 -0.80
N 4.03866 -1.77613 -1.66074 0.87
O 5.12079 -1.59452 -1.19498 -0.54
O 3.04821 -1.93094 -0.98529 -0.43
H 4.93013 -1.38952 -3.48164 0.35
H 3.18635 -0.98027 -3.49872 0.09
H 3.77690 -2.72172 -3.52855 0.38
C 4.26956 3.50870 -2.20122 -0.80
N 4.54908 2.09647 -1.97748 0.79
O 5.66196 1.69452 -1.59020 -0.53
O 3.69275 1.29097 -2.32482 -0.31
H 3.35745 3.68479 -2.77142 0.21
H 5.17321 3.91449 -2.65602 0.36
H 4.23324 4.06000 -1.26161 0.30
C -1.28184 -4.60131 2.60047 -0.19
N -2.72654 -4.38328 2.23504 0.84
O -3.05314 -4.58317 1.09264 -0.54
O -3.47220 -3.95803 3.14384 -0.50
H -1.14316 -3.72613 3.23522 0.11
H -0.76180 -4.57528 1.64288 -0.18
H -1.23039 -5.59978 3.03464 0.35
C 4.99698 1.24801 2.74954 -0.76
C 4.30819 0.55043 1.73906 -0.50
C 2.93782 0.66195 1.59741 0.33
C 2.22401 1.49578 2.48454 -0.12
C 2.89369 2.14489 3.49730 -0.48
C 4.26156 2.05194 3.65832 -0.67
N 0.84667 1.80165 2.19013 1.09
O 0.11483 2.20094 3.07378 -0.67
O 0.51669 1.62527 1.02134 -0.44
H 6.07420 1.17164 2.76172 0.46
H 4.83489 -0.06204 1.02221 0.43
H 2.46976 0.19029 0.74603 0.28
H 2.32479 2.86118 4.07148 0.46
H 4.72143 2.66466 4.41956 0.43
C 0.51238 2.33342 -5.51462 -0.74
C -0.87810 2.48244 -5.71434 -0.40
C -1.81890 1.58752 -5.18216 -0.74
C -1.39201 0.48473 -4.46640 0.23
C -0.00911 0.26180 -4.28296 0.35
C 0.93251 1.21903 -4.83104 -0.12
N -2.28480 -0.53600 -3.90482 0.90
O -3.40519 -0.57443 -4.38864 -0.61
O -1.90234 -1.29383 -3.01629 -0.42
H 1.25859 3.03048 -5.86630 0.45
H -1.10429 3.38130 -6.26866 0.41
H -2.79345 1.84742 -5.56830 0.49
H 0.35667 -0.58629 -3.72318 -0.12
H 1.95731 0.93602 -4.64107 0.16
C -3.78462 4.84610 -2.12900 -0.63
C -3.28313 3.57104 -1.93872 -0.73
C -1.90217 3.37011 -1.91979 0.60
C -1.04961 4.47098 -1.87597 -0.68
C -1.62180 5.72342 -1.81735 -0.34
C -3.00408 5.94641 -1.95463 -0.62
N 0.41279 4.29709 -1.90114 1.01
O 0.79993 3.16588 -2.02574 -0.27
O 1.13500 5.23691 -1.82622 -0.65
H -4.82192 5.04390 -2.35546 0.41
H -4.00226 2.76908 -2.01683 0.43
H -1.55883 2.34661 -1.88857 0.63
H -0.98430 6.58909 -1.71436 0.45
H -3.43434 6.93626 -1.99292 0.40
C -1.04421 0.10693 4.94311 -0.47
C -2.29013 0.62200 4.78616 -0.34
C -3.42048 -0.05194 5.22251 -0.67
C -3.27524 -1.31667 5.79252 0.23
C -1.99219 -1.85791 5.97326 -0.48
C -0.90005 -1.15295 5.54117 -0.45
N -4.46961 -2.12122 6.20550 0.94
O -4.36376 -2.98526 7.08795 -0.56
O -5.56714 -1.95216 5.57612 -0.55
H -0.13685 0.62782 4.67521 0.55
H -2.44317 1.62327 4.41142 0.43
H -4.37334 0.43012 5.06104 0.43
H -1.92695 -2.82212 6.45538 0.49
H 0.10519 -1.53660 5.63448 0.46
```

***

[3]
C23H26N2O2S | ωB97M-V with the def2-TZVPD basis set

Results
* ΔE to the lowest compared entry with this formula, charge and spin: 5.4289 eV
* highest occupied orbital energy: -6.6 eV
* charge: 0

```
54
Properties=species:S:1:pos:R:3:nbo_charge:R:1
C -6.08466 -1.28418 1.92482 -0.39
N -5.36276 -0.85056 3.10724 -0.50
C -5.99874 -1.18554 4.36881 -0.39
C -4.07961 -0.30308 3.02267 0.24
C -3.89358 1.08389 3.23821 -0.23
C -2.64841 1.65154 3.09634 -0.12
C -1.49431 0.86458 2.81596 -0.18
C -0.22804 1.50198 2.83178 0.06
C 1.04593 0.89281 2.97247 -0.18
C 2.20102 1.60572 2.54180 -0.10
C 3.45358 1.04748 2.56451 -0.20
C 3.65400 -0.24584 3.10558 0.23
N 4.92665 -0.78936 3.11950 -0.46
C 5.49841 -1.39500 4.30739 -0.40
C 5.68667 -0.96628 1.89685 -0.39
C 2.53127 -0.94169 3.62190 -0.28
C 1.26678 -0.37946 3.56936 -0.12
C -1.70937 -0.50459 2.48534 -0.08
C -2.95238 -1.08870 2.66277 -0.27
H -5.82976 -0.63987 1.07447 0.21
H -5.83579 -2.32031 1.64950 0.17
H -7.16185 -1.20432 2.11980 0.20
H -5.64917 -0.51568 5.16212 0.20
H -7.08547 -1.08031 4.25554 0.20
H -5.77083 -2.22043 4.67396 0.17
H -4.76948 1.68097 3.49845 0.23
H -2.53488 2.72643 3.23010 0.22
H -0.25181 2.58855 2.93040 0.23
H 2.10288 2.62322 2.17082 0.23
H 4.32200 1.59945 2.20559 0.22
H 5.19443 -0.83603 5.20256 0.21
H 5.18088 -2.44048 4.43811 0.18
H 6.59260 -1.35124 4.22617 0.21
H 5.37476 -0.23117 1.14946 0.21
H 6.75458 -0.84336 2.11032 0.20
H 5.52453 -1.96844 1.46657 0.18
H 2.67662 -1.95610 4.00811 0.22
H 0.42339 -0.91689 4.00033 0.22
H -0.88235 -1.09152 2.08244 0.22
H -3.09015 -2.16971 2.56202 0.22
C 3.28860 5.69995 -0.57126 -0.22
C 2.41683 5.98262 0.48117 -0.22
C 1.29238 5.17474 0.69644 -0.23
C 1.10954 4.05160 -0.11039 -0.28
S -0.15110 2.72840 0.20885 1.64
O -1.31056 2.93774 -0.65306 -0.96
O 0.58864 1.47613 0.03243 -1.02
C 1.92868 3.80152 -1.19256 -0.15
C 3.03196 4.62636 -1.42255 -0.23
H 4.17085 6.31769 -0.72377 0.21
H 2.61156 6.82530 1.14238 0.21
H 0.57467 5.41782 1.48112 0.22
H 1.70417 2.96703 -1.85331 0.23
H 3.70238 4.42697 -2.25376 0.21
```

***

[4]
ClH4NSi | ωB97M-V with the def2-TZVPD basis set

Results
* ΔE to the lowest compared entry with this formula, charge and spin: 4.8203 eV
* highest occupied orbital energy (alpha / beta): -9.9 / -7.6 eV
* charge: 0

```
7
Properties=species:S:1:pos:R:3:nbo_charge:R:1
N 0.74615 -1.38999 0.17491 -0.87
Si -1.51503 0.60243 0.17432 0.88
Cl -3.09596 -0.55478 -0.08418 -0.37
H 0.86655 -1.18391 -0.85413 0.32
H 0.23104 -2.24411 0.34733 0.32
H -1.22282 0.50350 -1.22177 -0.15
H -1.47542 1.66125 1.21400 -0.12
```

***

no.,E_tot (eV)
1,-43300.9808
2,-119592.0400
3,-42179.1900
4,-21952.0041